(1)
{
  "formula": "C4H6LuO2",
  "method": "the ωB97M-V functional and the def2-TZVPD basis",
  "elements": ["C", "O", "Lu", "H", "H", "H", "H", "C", "C", "O", "H", "H", "C"],
  "positions_angstrom": [[-0.664441, -0.573989, -0.024109], [-2.563593, 0.707957, -0.409928], [0.294175, 2.352819, 0.490283], [-2.892988, 1.498758, 0.040071], [2.819270, -0.525164, -0.486946], [0.851887, -0.830122, 1.480214], [-1.372857, -1.163443, 0.577069], [1.841595, -0.062292, -0.298469], [-1.269882, 0.660117, -0.430680], [1.820934, 1.266718, -0.158235], [-0.609534, -0.500228, -1.305044], [0.964693, -1.946193, 0.152282], [0.780738, -0.884944, 0.373489]],
  "forces_ev_per_a": [[-0.7, 0.6, -0.9], [-0.7, -0.9, 0.3], [1.1, -0.8, -1.3], [-0.4, 0.3, -1.0], [-0.4, 0.4, -0.2], [0.0, 0.2, -0.1], [-0.1, -0.7, -1.2], [0.9, -0.9, 0.4], [2.5, 1.4, 2.8], [-1.8, 0.5, 0.7], [-0.6, -0.8, 1.0], [-0.1, 0.3, 0.0], [0.4, 0.4, -0.5]],
  "spin_multiplicity": 2,
  "homo_energy_ev": [-15.52, -18.61],
  "total_charge": 2,
  "orbital_gap_ev": [4.79, 7.75],
  "total_energy_ev": -41937.3510
}

(2)
{
  "formula": "C5H10O2",
  "method": "the ωB97M-V functional and the def2-TZVPD basis",
  "elements": ["H", "H", "H", "C", "O", "C", "C", "H", "O", "H", "H", "C", "H", "H", "H", "H", "C"],
  "positions_angstrom": [[-2.467698, 0.799886, -1.416412], [2.671197, -0.761782, 0.005847], [-0.927516, 0.137520, -1.437206], [-2.279433, -0.188246, 0.573469], [1.035783, 0.228692, -1.018826], [0.051441, 0.738007, -1.704285], [-2.853319, 0.103499, -0.685802], [2.210244, -0.517865, 3.004173], [-1.082394, -0.225631, 0.731069], [0.273528, 0.558608, -2.769359], [4.073054, -1.011542, 1.177436], [2.148318, -0.385615, 1.932790], [-3.892741, -0.114634, -0.937027], [1.239026, 0.051734, 1.543919], [-3.002383, -0.415819, 1.364819], [-0.223758, 1.758612, -1.385229], [3.026644, -0.755430, 1.020624]],
  "forces_ev_per_a": [[0.2, 0.6, 0.6], [0.3, 0.3, -0.3], [-0.9, -0.7, 0.2], [-0.5, -0.2, -0.5], [-1.2, 0.2, -0.1], [3.0, -0.3, 0.1], [-0.5, 0.8, -1.6], [0.5, 0.3, 0.1], [1.0, 0.3, 1.0], [-1.0, 0.3, -0.2], [-0.3, -0.4, 0.3], [-0.5, 0.0, 0.0], [0.3, -0.6, 0.2], [-0.4, -0.3, 0.2], [0.0, -0.1, 0.4], [-0.5, 0.0, -0.1], [0.5, 0.0, -0.1]],
  "homo_energy_ev": -8.78,
  "total_charge": 0,
  "orbital_gap_ev": 5.31,
  "total_energy_ev": -9434.0478
}

So what do the calculations give for energy above the lowest of the compared OMol25 structures with the same formula, charge and spin? Going down the list: 1.449; 8.995 eV.